1.
The following is a DFT calculation (wB97M-V/def2-TZVPD) of an isolated molecule of C2H2IN3S in a non-equilibrium geometry.

Summary:
Relative energy (zero: lowest compared OMol25 entry of this formula, charge and spin) ... 15.6 kcal/mol
Structure (SMILES) ... ISn1cncn1
E_HOMO ... -9.33 eV

XYZ file:
```
9
Properties=species:S:1:pos:R:3:mulliken_charge:R:1
C -0.4628 0.1076 1.0880 -0.050
C 0.3156 0.2164 -0.9305 0.078
N -0.8066 -0.0066 -0.2814 -0.529
N 0.7770 0.4320 1.2483 -0.574
N 1.3150 0.5080 0.0366 0.401
S 2.7715 1.3174 -0.1535 -0.074
I 4.5452 -0.2560 0.0249 0.075
H -0.9684 0.2084 2.0141 0.366
H 0.4491 0.2148 -2.1006 0.308
```

***

2.
The following is a DFT calculation (wB97M-V/def2-TZVPD) of the ion C2H2IN4 with charge +1 in a non-equilibrium geometry.

Summary:
Relative energy (zero: lowest compared OMol25 entry of this formula, charge and spin) ... 45.7 kcal/mol
E_HOMO (alpha / beta) ... -13.69 / -13.69 eV
Total charge ... +1

XYZ file:
```
9
Properties=species:S:1:pos:R:3:mulliken_charge:R:1
C 1.8864 0.4978 -0.1923 0.111
C -1.2397 0.1918 0.4807 -0.070
N -0.4528 -1.9256 -0.6655 -0.056
N 0.7823 0.7659 -0.3165 0.630
N -0.4367 0.9599 -0.3523 -1.024
N -1.1284 -1.1561 -0.1897 0.331
I 3.8388 0.4281 -0.6257 0.469
H -2.3500 0.4754 0.3685 0.305
H -0.9000 -0.2373 1.4927 0.303
```

***

3.
The following is a DFT calculation (wB97M-V/def2-TZVPD) of a cluster of 2 separate species, C2H2INO2 in total in a non-equilibrium geometry.

Summary:
Relative energy (zero: lowest compared OMol25 entry of this formula, charge and spin) ... 169.6 kcal/mol
E_HOMO (alpha / beta) ... -10.35 / -9.70 eV

XYZ file:
```
8
Properties=species:S:1:pos:R:3:mulliken_charge:R:1
C 0.5815 -0.1305 1.2397 -0.477
C -0.1037 -0.0305 0.1557 0.107
N -1.1910 0.1069 -0.6302 0.841
O -1.5979 1.2018 -0.9285 -0.499
O -1.8006 -0.9492 -0.7951 -0.487
I 2.2307 0.1880 -2.5085 0.015
H 1.6094 0.3174 1.4031 0.217
H 0.2716 -0.7039 2.0637 0.282
```

***

4.
The following is a DFT calculation (wB97M-V/def2-TZVPD) of a cluster of 2 separate species, C2H2INO2 in total in a non-equilibrium geometry.

Summary:
Relative energy (zero: lowest compared OMol25 entry of this formula, charge and spin) ... 104.8 kcal/mol
Structure (SMILES) ... [O-][N+]#CI.C=O
E_HOMO ... -9.67 eV

XYZ file:
```
8
Properties=species:S:1:pos:R:3:mulliken_charge:R:1
C 1.2889 0.7047 -0.3803 -0.212
C -1.1186 -0.2759 0.1923 -0.190
N -1.0499 -1.3758 0.5777 0.509
O 0.8162 1.7087 -0.8486 -0.412
O -0.6621 -2.4552 0.8481 -0.596
I -2.3362 1.3476 0.0429 0.276
H 1.5964 -0.1700 -1.0638 0.254
H 1.4653 0.5158 0.6317 0.370
```

***

5.
The following is a DFT calculation (wB97M-V/def2-TZVPD) of a cluster of 2 separate species, C2H2INS in total in a non-equilibrium geometry.

Summary:
Relative energy (zero: lowest compared OMol25 entry of this formula, charge and spin) ... 44.3 kcal/mol
E_HOMO (alpha / beta) ... -9.37 / -9.37 eV

XYZ file:
```
7
Properties=species:S:1:pos:R:3:mulliken_charge:R:1
C 0.8354 1.3214 0.8683 0.334
C -0.4920 -0.8382 -0.7591 -0.885
N 0.2576 1.9665 1.6601 -0.403
S 1.7564 0.3630 -0.1220 -0.187
I -1.7115 -0.9068 0.8765 0.290
H 0.0370 -1.8228 -1.1448 0.348
H -0.6829 -0.0831 -1.3790 0.504
```

***

6.
The following is a DFT calculation (wB97M-V/def2-TZVPD) of a structure of composition C2H2LiMgO2 in a non-equilibrium geometry.

Summary:
Relative energy (zero: lowest compared OMol25 entry of this formula, charge and spin) ... 7.1 kcal/mol
E_HOMO ... -12.29 eV
Total charge ... +1

XYZ file:
```
8
Properties=species:S:1:pos:R:3:mulliken_charge:R:1
O -1.2910 0.1711 0.2851 -0.393
C -2.1435 0.8490 -0.1759 0.797
C -2.8427 1.7047 -0.8641 -0.669
O 2.3351 0.1403 -0.1289 -0.881
Li 3.8152 0.2842 -0.9488 0.874
Mg 0.6659 -0.3699 0.3168 0.729
H -3.0188 2.6980 -0.4472 0.272
H -3.3709 1.3570 -1.7538 0.271
```

***

7.
The following is a DFT calculation (wB97M-V/def2-TZVPD) of a structure of composition C2H2MgO2Rb in a non-equilibrium geometry.

Summary:
Relative energy (zero: lowest compared OMol25 entry of this formula, charge and spin) ... 80.6 kcal/mol
E_HOMO ... -9.78 eV
Total charge ... +1

XYZ file:
```
8
Properties=species:S:1:pos:R:3:mulliken_charge:R:1
O -3.5740 0.0632 1.0952 -0.374
C -4.2351 0.8046 0.4284 0.537
C -4.2363 1.7033 -0.5465 -0.493
O -0.6535 0.4512 0.0486 -0.929
Rb 3.2420 1.4169 -1.8858 0.982
Mg -1.6194 -0.4791 1.2752 0.752
H -4.3420 2.7543 -0.2648 0.263
H -4.6025 1.3849 -1.5259 0.262
```

***

8.
The following is a DFT calculation (wB97M-V/def2-TZVPD) of a cluster of 2 separate species, C2H2N2 in total in a non-equilibrium geometry.

Summary:
Relative energy (zero: lowest compared OMol25 entry of this formula, charge and spin) ... 63.4 kcal/mol
E_HOMO ... -9.96 eV

XYZ file:
```
6
Properties=species:S:1:pos:R:3:mulliken_charge:R:1
C -1.2733 -0.1542 0.1324 0.264
C 0.1559 0.0373 0.0844 -0.045
N -2.3944 -0.4088 -0.0045 -0.300
N 0.8127 1.0224 -0.0259 -0.351
H 0.9081 -1.5978 -0.0238 0.141
H 1.7911 1.1011 -0.1626 0.290
```

***

9.
The following is a DFT calculation (wB97M-V/def2-TZVPD) of a cluster of 2 separate species, C2H2N2 in total in a non-equilibrium geometry.

Summary:
Relative energy (zero: lowest compared OMol25 entry of this formula, charge and spin) ... 6.6 kcal/mol
Structure (SMILES) ... C#N.C#N
E_HOMO ... -12.61 eV

XYZ file:
```
6
Properties=species:S:1:pos:R:3:mulliken_charge:R:1
C -1.3483 0.1047 0.5205 0.012
C 1.3290 -0.1463 -0.5171 0.090
N 1.8008 0.4097 0.3742 -0.389
N -2.1078 0.2648 -0.3152 -0.340
H -0.6232 0.0256 1.2867 0.313
H 0.9495 -0.6584 -1.3489 0.314
```

***

10.
The following is a DFT calculation (wB97M-V/def2-TZVPD) of an isolated molecule of C2H2N2O in a non-equilibrium geometry.

Summary:
Relative energy (zero: lowest compared OMol25 entry of this formula, charge and spin) ... 42.3 kcal/mol
E_HOMO ... -9.41 eV

XYZ file:
```
7
Properties=species:S:1:pos:R:3:mulliken_charge:R:1
O -0.3130 -0.9800 1.5893 -0.507
C 0.4938 -0.5749 0.7780 0.043
C 0.2871 0.5066 -0.1713 -0.182
N -0.9301 0.8556 -0.5058 0.504
N -1.9711 1.1265 -0.8440 -0.495
H 1.4898 -1.0431 0.6617 0.280
H 1.0769 0.9751 -0.7405 0.358
```

***

11.
The following is a DFT calculation (wB97M-V/def2-TZVPD) of an isolated molecule of C2H2N2O in a non-equilibrium geometry.

Summary:
Relative energy (zero: lowest compared OMol25 entry of this formula, charge and spin) ... 38.6 kcal/mol
Structure (SMILES) ... c1ncon1
E_HOMO ... -11.00 eV

XYZ file:
```
7
Properties=species:S:1:pos:R:3:mulliken_charge:R:1
C 0.0340 -0.9078 0.5895 -0.075
C 0.2655 0.9138 -0.4751 0.213
H 0.2408 -1.7744 1.1201 0.386
H 0.4715 1.9228 -0.7959 0.369
N 0.9845 0.1010 0.1962 -0.520
N -1.0704 -0.7677 -0.0167 -0.240
O -0.9259 0.5124 -0.6181 -0.133
```

***

12.
The following is a DFT calculation (wB97M-V/def2-TZVPD) of an isolated molecule of C2H2N2O in a non-equilibrium geometry.

Summary:
Relative energy (zero: lowest compared OMol25 entry of this formula, charge and spin) ... 98.4 kcal/mol
E_HOMO (alpha / beta) ... -8.73 / -9.09 eV

XYZ file:
```
7
Properties=species:S:1:pos:R:3:mulliken_charge:R:1
C -0.5429 0.7758 -0.0708 -0.661
C -1.6076 0.0221 0.0563 0.869
N 0.7169 0.4028 -0.0209 0.364
N 0.8637 -0.8849 -0.0591 -0.635
O -2.7181 -0.2920 -0.0573 -0.350
H 1.4322 1.0360 0.0203 0.210
H 1.8558 -1.0598 0.1314 0.204
```